A cluster of 13 separate species, C63H160N8O21 in total, computed with ωB97M-V/def2-TZVPD.

Calculated values
- spin multiplicity = 1
- orbital gap (eV) = 8.99
- HOMO (eV) = -8.518
- LUMO energy (eV) = 0.47
- relative energy (zero: lowest compared OMol25 entry of this formula, charge and spin) (eV) = 0.070

```
252
Properties=species:S:1:pos:R:3:lowdin_charge:R:1
O -17.3785 -19.3491 31.8593 -0.19
O -14.0411 -21.5867 26.4022 -0.19
O -18.2021 -8.8204 22.4288 -0.21
O -12.4914 -10.2206 29.9048 -0.18
O -13.2295 -6.1260 27.8505 -0.19
O -16.4918 -11.6124 22.0469 -0.18
O -11.7622 -7.9932 19.2303 -0.05
O -13.9914 -11.0222 25.0914 -0.21
O -17.0524 -11.3501 29.8825 -0.20
O -14.2422 -14.8753 22.7210 -0.23
O -9.3766 -4.6392 25.1499 -0.19
O -17.9250 -16.7616 24.6396 -0.20
O -9.8557 -8.2374 26.6400 -0.20
O -18.4737 -12.1513 26.2256 -0.10
O -11.0602 -13.1167 25.3333 -0.11
O -22.2445 -10.0827 24.4647 -0.15
O -12.6971 -17.8161 27.9781 -0.23
O -13.9280 -13.2795 32.9292 -0.22
O -10.3081 -11.3818 23.2045 -0.10
O -19.9348 -8.1120 27.3067 -0.24
O -8.8406 -17.5072 17.6643 -0.03
N -14.8920 -18.3533 29.4236 -0.05
N -18.9975 -11.4827 23.6802 -0.05
N -15.8361 -18.2708 26.4827 -0.04
N -16.3109 -13.4195 31.5715 -0.04
N -17.4946 -7.7947 25.0887 -0.05
N -10.0866 -9.0585 29.3034 -0.06
N -12.2167 -4.3693 25.9066 -0.04
N -13.9837 -13.7178 25.4472 -0.06
C -9.4103 -8.1953 25.3388 -0.13
C -20.3993 -11.1096 23.5006 -0.18
C -18.0728 -17.9558 25.3392 -0.23
C -12.6742 -8.7689 21.2551 -0.04
C -18.9017 -16.5015 23.6756 -0.12
C -10.1338 -8.5845 20.9927 -0.05
C -11.9388 -17.2445 26.9323 -0.09
C -16.5886 -8.5729 24.2676 -0.17
C -20.8291 -7.1777 27.9016 -0.10
C -11.4820 -13.0288 21.7695 -0.02
C -17.0420 -12.7267 22.8109 -0.14
C -17.6380 -8.3919 26.3956 -0.21
C -10.1772 -13.3079 26.5111 -0.43
C -12.5301 -13.6409 33.1862 -0.06
C -13.7880 -17.6460 30.0598 -0.17
C -9.7029 -18.5246 19.6836 -0.07
C -19.3349 -13.1231 26.8298 -0.47
C -15.7254 -19.1762 30.2380 -0.24
C -14.6187 -14.9640 25.1260 -0.20
C -13.9709 -5.9693 26.6438 -0.25
C -8.9799 -13.0505 22.2141 -0.05
C -18.3121 -18.7566 32.7804 -0.09
C -10.1919 -12.1742 22.0489 -0.49
C -14.9485 -14.1518 33.4608 -0.23
C -10.6318 -9.1331 30.6544 -0.21
C -9.3667 -7.8888 28.9441 -0.23
C -17.2399 -17.9602 26.6023 -0.23
C -14.6344 -12.8810 26.4132 -0.21
C -17.7755 -12.5413 29.8142 -0.23
C -18.2189 -9.0471 21.0410 -0.11
C -19.6373 -14.1780 25.8293 -0.06
C -20.8711 -10.0403 24.4490 -0.26
C -12.7749 -22.1152 26.7342 -0.11
C -13.6431 -4.6272 26.1187 -0.22
C -14.0371 -15.6430 21.5701 -0.13
C -10.4208 -4.3418 24.2424 -0.20
C -10.7760 -12.9742 27.8154 -0.08
C -11.7422 -4.9978 24.6797 -0.20
C -18.5525 -7.6553 27.3429 -0.18
C -17.1430 -10.5129 28.7729 -0.11
C -13.9698 -11.5608 26.4191 -0.22
C -22.8049 -9.1230 25.2856 -0.12
C -15.6534 -19.7382 26.3368 -0.18
C -9.7215 -16.0703 19.2640 -0.06
C -18.5661 -12.5393 22.7532 -0.15
C -16.9048 -8.3769 22.7512 -0.20
C -16.2966 -13.7344 32.9999 -0.25
C -20.5663 -12.4380 27.4368 -0.04
C -16.8512 -18.4728 30.8860 -0.24
C -14.2032 -20.1835 26.2253 -0.21
C -15.1276 -11.7612 21.9591 -0.13
C -11.4607 -8.9113 20.3048 -0.45
C -8.8076 -8.0658 27.5534 -0.23
C -17.7335 -13.1223 31.2091 -0.19
C -12.9802 -16.9250 28.9946 -0.24
C -11.4410 -10.4116 30.7956 -0.25
C -13.2844 -11.3819 29.9131 -0.09
C -9.0214 -17.3891 19.0750 -0.54
C -9.0400 -3.7457 26.1771 -0.11
C -9.0059 -12.3403 26.1830 -0.03
C -13.1915 -7.5082 28.2698 -0.07
C -13.9735 -15.6034 23.8843 -0.22
C -13.1883 -9.8547 25.0413 -0.08
H -12.3988 -13.8255 34.2589 0.09
H -19.0545 -13.4824 23.0608 0.09
H -13.5680 -8.8065 20.6829 0.06
H -10.1022 -9.2676 21.8138 0.04
H -10.1383 -4.7672 23.3252 0.09
H -9.8520 -14.3842 26.4277 0.14
H -14.4846 -16.5820 23.7789 0.12
H -8.1964 -12.4420 26.8624 0.07
H -17.3581 -9.6103 20.6984 0.08
H -17.8407 -18.8115 24.7081 0.11
H -12.0959 -21.4948 27.3760 0.10
H -14.3713 -18.9153 28.7784 0.08
H -17.7601 -18.6182 27.3148 0.11
H -16.1742 -20.1495 25.4759 0.11
H -17.5248 -18.2240 30.0094 0.14
H -12.9680 -15.9522 21.3870 0.10
H -18.7277 -13.5648 27.6114 0.10
H -19.1489 -18.1582 25.5501 0.13
H -14.9300 -14.1593 34.5747 0.13
H -20.4510 -9.0536 24.1306 0.13
H -8.7713 -9.0559 25.1153 0.09
H -13.2282 -9.5505 23.9736 0.08
H -14.0521 -4.2883 25.1952 0.11
H -18.3879 -7.7947 24.6447 0.09
H -12.9524 -23.0451 27.2730 0.08
H -12.2715 -14.5628 32.6500 0.08
H -13.5965 -11.5813 30.9439 0.08
H -15.7381 -12.5721 31.4793 0.09
H -17.9996 -9.4305 26.2250 0.12
H -8.0960 -8.9573 27.4650 0.15
H -18.3943 -14.0221 31.1754 0.13
H -12.8537 -8.0290 27.3780 0.06
H -15.0997 -5.9971 26.8015 0.14
H -18.1816 -8.1096 20.4259 0.10
H -9.1631 -15.2625 18.9346 0.06
H -9.3766 -2.7230 25.9555 0.09
H -11.5125 -9.9402 19.9275 0.13
H -20.6601 -6.2203 27.4047 0.08
H -14.5182 -15.6129 26.0039 0.09
H -14.8214 -11.0296 21.2319 0.08
H -9.7882 -9.2142 31.3981 0.13
H -20.4643 -7.0886 28.9311 0.09
H -15.7608 -14.9167 25.0155 0.13
H -16.7489 -13.6412 22.3985 0.10
H -20.4139 -10.2231 25.4913 0.13
H -20.5866 -10.8237 22.4619 0.12
H -18.4896 -10.6581 23.4556 0.07
H -10.0405 -15.9219 20.2688 0.06
H -11.1958 -8.2270 30.9085 0.11
H -11.1089 -11.9080 27.8077 0.08
H -21.8692 -7.5268 27.8216 0.08
H -13.8245 -19.9677 25.2521 0.11
H -18.8574 -12.3082 29.6250 0.12
H -10.8479 -9.2217 28.6151 0.11
H -16.6172 -12.8424 33.5726 0.12
H -8.3095 -7.1481 27.3093 0.11
H -14.7543 -16.5071 21.6057 0.10
H -9.9621 -7.5205 21.1687 0.08
H -11.9162 -12.8254 32.8460 0.06
H -16.0383 -20.2640 27.2478 0.12
H -12.4603 -7.6460 29.0607 0.06
H -10.6709 -18.6104 19.1506 0.10
H -15.1403 -19.6705 31.0572 0.14
H -14.0810 -11.0861 29.2744 0.06
H -18.0522 -12.4640 31.9844 0.10
H -18.7067 -15.5475 23.2000 0.07
H -15.7332 -12.7944 26.2536 0.12
H -9.1245 -19.4295 19.7370 0.08
H -11.7016 -4.7198 26.7083 0.10
H -16.6834 -12.7698 23.8159 0.11
H -10.6653 -16.1287 18.6737 0.10
H -13.9298 -13.1002 24.5742 0.14
H -13.5012 -16.1248 28.5885 0.10
H -16.2797 -9.8513 28.8019 0.08
H -14.0017 -3.9786 26.9156 0.12
H -7.9617 -3.6478 26.2283 0.08
H -14.2280 -7.8467 28.6392 0.12
H -18.2966 -19.3459 33.7628 0.11
H -11.7364 -18.0232 26.1552 0.10
H -16.1620 -8.9729 22.2837 0.09
H -8.7282 -12.4951 25.1390 0.06
H -9.4622 -4.0872 27.1081 0.07
H -12.0178 -16.5789 29.3359 0.12
H -11.5754 -6.0457 24.7218 0.09
H -14.7561 -12.7518 21.7094 0.07
H -11.3175 -13.6998 20.9335 0.06
H -23.8630 -9.1509 25.2042 0.08
H -18.7469 -11.8185 25.3564 0.01
H -16.5527 -9.6424 24.5271 0.12
H -12.5382 -9.5813 21.9942 0.07
H -18.8349 -17.3148 22.9057 0.10
H -8.8808 -7.2497 25.1177 0.09
H -14.3073 -15.1040 20.6570 0.08
H -10.9303 -16.8805 27.3188 0.10
H -14.5495 -10.9073 27.0783 0.11
H -20.1815 -15.0162 26.2778 0.09
H -13.5215 -9.1464 25.8239 0.06
H -19.2921 -18.7813 32.3712 0.07
H -12.8591 -15.7505 23.9626 0.13
H -18.8860 -12.3198 21.7382 0.12
H -10.6179 -3.2854 24.0597 0.12
H -10.1442 -11.4448 21.2333 0.11
H -8.8678 -13.6675 21.3335 0.06
H -12.3277 -22.3195 25.7797 0.07
H -16.6188 -8.4916 26.7942 0.11
H -12.3391 -12.3435 21.5549 0.07
H -22.5591 -8.0769 25.0342 0.10
H -16.8815 -7.3667 22.3452 0.13
H -17.1011 -11.1286 27.8411 0.08
H -19.1515 -9.5505 20.7807 0.09
H -11.7089 -10.5654 31.8410 0.12
H -16.0529 -20.0363 29.6640 0.12
H -20.4046 -11.6839 28.2033 0.06
H -8.5271 -7.6495 29.5922 0.12
H -20.2757 -13.7753 24.9740 0.10
H -8.0347 -17.3030 19.5650 0.14
H -9.9520 -13.0506 28.5416 0.10
H -12.6001 -7.8234 21.7068 0.06
H -18.0358 -17.7150 33.0077 0.07
H -13.6190 -19.6474 26.9506 0.08
H -10.2619 -8.2522 24.6666 0.08
H -18.7270 -14.5734 25.4778 0.05
H -8.1214 -12.4054 22.2154 0.07
H -19.9184 -16.5515 24.0429 0.08
H -14.8084 -15.1867 33.2122 0.10
H -15.6141 -8.1383 24.4871 0.10
H -16.5302 -17.5376 31.4307 0.13
H -11.9658 -13.4023 25.5781 0.05
H -11.6874 -13.5682 22.7148 0.07
H -12.9360 -11.5924 26.8304 0.11
H -21.0577 -11.9400 23.6864 0.11
H -9.9804 -6.9911 28.8833 0.12
H -13.0901 -18.2778 30.5867 0.12
H -18.1258 -10.0242 28.7116 0.09
H -18.2301 -7.6948 28.4031 0.12
H -10.7677 -11.2386 30.4464 0.13
H -21.2764 -13.1677 27.8419 0.08
H -9.2530 -8.8140 20.3772 0.08
H -17.2108 -17.0130 27.0971 0.11
H -10.5663 -11.9393 24.0015 0.06
H -8.9860 -13.6866 23.1259 0.09
H -21.1345 -11.9122 26.6810 0.06
H -14.6689 -11.5052 22.9159 0.08
H -13.7835 -6.8323 25.9285 0.11
H -22.4829 -9.2036 26.2933 0.06
H -9.4215 -11.3189 26.2140 0.08
H -11.5646 -13.6416 28.1487 0.07
H -9.9608 -18.2643 20.7281 0.09
H -12.8995 -12.3682 29.4752 0.10
H -14.1287 -16.8480 30.7361 0.12
H -17.0036 -14.5636 33.1897 0.12
H -18.7001 -6.6580 27.0362 0.09
H -14.5613 -13.2054 27.4614 0.12
H -10.9983 -7.9333 18.6772 0.07
H -17.3529 -13.1716 28.9540 0.14
H -12.0924 -10.0790 25.2426 0.10
H -15.4632 -18.0007 27.4218 0.08
H -12.4804 -16.3633 26.4485 0.09
H -12.5076 -4.9267 23.8594 0.13
H -8.2814 -18.2121 17.4220 0.06
```

***

A structure of composition C3H4O3Ru, computed with ωB97M-V/def2-TZVPD.

Calculated values
- spin multiplicity = 7
- orbital gap (spin up / spin down) (eV) = 7.01 / 7.15
- HOMO (spin up / spin down) (eV) = -6.951 / -10.095
- expectation value of S² = 12.013
- LUMO energy (spin up / spin down) (eV) = 0.06 / -2.95
- relative energy (zero: lowest compared OMol25 entry of this formula, charge and spin) (eV) = 0.965

```
11
Properties=species:S:1:pos:R:3:nbo_charge:R:1
Ru 0.9604 -2.0461 -0.6133 0.96
O 0.5814 -0.3886 -1.6366 -0.78
O -0.0110 0.0864 1.3740 -0.51
O 1.4630 -1.2503 2.2802 -0.53
C 0.0054 0.7141 -1.0392 -0.12
C -0.7967 0.4146 0.2255 -0.12
C 0.6360 -1.1297 1.3776 0.33
H -1.3763 1.3032 0.5134 0.22
H -1.5065 -0.4058 0.0187 0.17
H 0.7589 1.4895 -0.7746 0.19
H -0.7146 1.2127 -1.7258 0.18
```

***

A structure of composition C21H43O3P3Re, computed with ωB97M-V/def2-TZVPD.

Calculated values
- spin multiplicity = 4
- total charge = +4
- orbital gap (spin up / spin down) (eV) = 6.43 / 5.02
- HOMO (spin up / spin down) (eV) = -19.003 / -19.002
- expectation value of S² = 3.755
- LUMO energy (spin up / spin down) (eV) = -12.58 / -13.98
- relative energy (zero: lowest compared OMol25 entry of this formula, charge and spin) (eV) = 0.729

```
71
Properties=species:S:1:pos:R:3:lowdin_spin:R:1
Re -0.6965 1.3215 -1.2079 0.01
P -3.2773 -3.0094 -1.5825 0.64
P -1.9779 1.6160 3.6761 0.64
P 4.0826 1.9642 -2.5295 0.63
O 1.2568 -1.0484 -1.9162 0.00
O 0.2283 -2.1485 1.4208 0.00
O 1.5456 2.2787 0.7901 0.00
C -2.5927 1.6958 -2.0964 0.00
C 4.6499 3.6705 -2.2704 0.09
C -0.7122 -2.6139 2.4082 0.00
C -1.6715 1.2701 -3.0478 0.00
C 1.6214 -2.3609 1.7035 0.00
C 0.4963 -0.2289 -1.6300 0.00
C -1.9745 -4.0083 -0.7612 0.10
C -0.4237 1.9110 -3.1609 0.00
C -1.4718 3.2874 3.1749 0.09
C 0.6921 1.8721 0.1156 0.00
C 5.5275 1.0204 -1.9550 0.09
C -2.2718 2.7184 -1.1996 0.00
C -3.0783 1.9930 5.1121 0.09
C 2.1820 -1.4775 2.8028 0.00
C -0.4046 1.1269 4.4732 0.09
C 4.2642 1.8362 -4.3319 0.09
C -2.4982 -2.9367 -3.2317 0.09
C -0.1087 2.9695 -2.2889 0.00
C -4.6231 -4.2162 -1.9176 0.10
C -1.0252 3.3695 -1.2819 0.00
C -0.4981 -4.0397 2.8871 0.00
H -3.9970 2.4670 4.7368 0.00
H 4.7324 3.8837 -1.1985 0.00
H -4.9828 -4.6341 -0.9742 0.00
H 5.6607 1.1578 -0.8737 0.00
H -1.0836 -3.3880 -0.6400 0.00
H -3.3506 1.0617 5.6300 0.00
H 5.6449 3.7880 -2.7047 0.02
H -2.3047 -4.2983 0.2355 0.00
H -3.5523 1.1812 -1.9897 0.00
H -1.4603 3.9721 4.0206 0.02
H -0.4012 -4.7428 2.0503 0.00
H -0.7851 4.1519 -0.5621 0.00
H 6.4318 1.3688 -2.4571 0.02
H -0.3474 0.0385 4.5015 0.00
H 3.2665 -1.6176 2.8451 0.00
H 0.8723 3.4000 -2.3014 0.00
H -2.6037 2.6716 5.8217 0.02
H -1.9221 0.4549 -3.7124 0.00
H 5.3883 -0.0429 -2.1890 0.00
H 0.3893 -4.1179 3.5265 0.00
H -2.2365 -3.9428 -3.5766 0.02
H -2.1678 3.6523 2.4226 0.00
H 3.9712 4.3890 -2.7452 0.00
H 1.9910 -0.4149 2.6147 0.00
H 0.2948 1.5277 -3.8896 0.00
H 1.7849 -3.4213 1.9588 0.00
H -5.4430 -3.6662 -2.3849 0.00
H -1.3619 -4.3478 3.4855 0.00
H -4.3066 -5.0110 -2.5913 0.02
H 2.1177 -2.1355 0.7522 0.00
H 1.7783 -1.7491 3.7864 0.00
H -0.3018 1.5192 5.4843 0.02
H -1.6869 -2.5250 1.9081 0.00
H 3.5028 2.4401 -4.8360 0.00
H -2.9541 2.9833 -0.4149 0.00
H -0.4844 3.2432 2.7271 0.00
H -1.7188 -4.9008 -1.3306 0.02
H -3.1831 -2.4763 -3.9494 0.00
H -0.6982 -1.9218 3.2686 0.00
H 0.4201 1.4880 3.8648 0.00
H 5.2441 2.2175 -4.6255 0.02
H 4.1930 0.7938 -4.6572 0.00
H -1.5905 -2.3299 -3.1920 0.00
```

***

A cluster of 8 separate species, C16H34BCl14IO4P in total, computed with ωB97M-V/def2-TZVPD.

Calculated values
- spin multiplicity = 1
- total charge = -1
- orbital gap (eV) = 5.18
- HOMO (eV) = -3.198
- LUMO energy (eV) = 1.98

```
71
Properties=species:S:1:pos:R:3:lowdin_charge:R:1
I -2.0948 -1.0767 1.5716 0.72
Cl 3.3799 -4.9356 -4.1829 0.54
Cl -0.5106 3.4079 0.9004 0.64
Cl -3.1420 4.9482 3.2387 0.62
Cl 2.1610 -3.4992 -1.3312 0.58
Cl -5.4002 -4.3912 -3.7203 0.53
Cl -5.0197 -1.7416 -1.5952 0.61
Cl 4.5803 1.9394 10.3952 0.52
Cl 3.9868 -7.3312 -8.4517 0.52
Cl 0.6092 -7.7317 -8.7875 0.52
Cl -6.5195 4.5478 2.9029 0.54
Cl 2.6263 2.9264 4.9513 0.54
Cl 4.1998 -0.7103 8.2702 0.53
Cl -3.6023 3.0050 -0.4999 0.63
Cl 2.2458 0.2768 2.8262 0.57
P 1.7758 0.0467 -1.8020 0.89
O -0.8025 0.8612 -0.7665 -0.25
O 3.1935 0.1110 -0.7914 -0.41
O -0.6573 -1.4782 -1.1216 -0.20
O 1.6184 1.4841 -2.7745 -0.41
C 1.9428 1.9939 2.4625 -0.69
C 4.2729 -3.9063 -3.0355 -0.65
C -4.4162 5.7613 4.1811 -0.64
C 2.7126 -6.5181 -7.5094 -0.67
C -2.0387 -1.1433 -0.6533 -0.61
C 3.8118 -4.1113 -1.6013 -0.66
C -5.6226 4.8647 4.4091 -0.66
C 4.8619 1.9276 8.6362 -0.67
C -2.1955 0.4386 -1.1321 -0.28
C 2.9079 2.9146 3.1923 -0.65
C -4.7381 -1.7533 -3.3542 -0.63
C 1.5061 -7.4148 -7.2813 -0.66
C -1.3220 4.5096 -0.2401 -0.62
C -5.7032 -2.6741 -4.0840 -0.67
C 3.8968 1.0069 7.9065 -0.68
C -2.8283 4.5408 -0.0354 -0.66
B 0.1698 -0.2849 -0.7613 -1.02
H -4.6913 6.6819 3.6571 0.07
H 3.1571 -6.2427 -6.5484 0.01
H -5.3334 3.9012 4.8408 0.07
H -2.2813 0.6597 -2.2965 0.14
H 2.0614 2.1138 1.3815 0.06
H 0.8072 -6.9301 -6.5936 0.08
H 1.7953 -8.3783 -6.8496 0.07
H -0.9036 5.5058 -0.0690 0.07
H 2.9577 0.0405 0.1952 0.00
H 5.9037 1.6404 8.4614 0.07
H -3.0895 4.7507 1.0067 -0.06
H 5.3295 -4.1731 -3.1281 0.07
H 4.4678 -3.5631 -0.9186 0.07
H 2.7757 3.9431 2.8444 0.07
H 4.0154 1.1267 6.8255 0.04
H 3.9497 2.6275 3.0174 0.07
H -3.2725 5.3202 -0.6610 0.07
H -5.5846 -2.5542 -5.1650 0.07
H 4.7297 2.9561 8.2884 0.07
H 2.8561 1.2298 8.1616 0.07
H 0.6565 -0.5760 0.2931 0.02
H -1.0596 4.2001 -1.2565 0.08
H 0.9021 2.2168 2.7176 0.02
H -3.6963 -2.0405 -3.5291 0.08
H 4.1558 -2.8649 -3.3519 0.07
H -3.9716 6.0367 5.1421 0.07
H 1.1658 1.1726 -3.6164 0.04
H 2.4374 -5.5975 -8.0334 0.07
H -6.3215 5.3493 5.0968 0.07
H -3.0735 0.8672 -0.4469 0.00
H -6.7439 -2.4511 -3.8289 0.07
H -4.8703 -0.7249 -3.7021 0.08
H -2.9100 -1.8861 -0.9481 0.00
H 3.8329 -5.1683 -1.3182 0.06
```

***

We obtain maximum force values of 3.1, 3.5, 8.4, 3.5 eV Å⁻¹ for the records listed above, in that order.
We obtain total energy values of -4513.957422, -437.067261, -2152.368931, -8037.660100 Eh for the records listed above, in that order.